Record 1
DFT (ωB97M-V/def2-TZVPD) results for a structure of composition C42H50Cl3N7O2RbS2Sb at a distorted geometry.

The calculation puts the energy above the lowest of the compared OMol25 structures with the same formula, charge and spin at 0.0 kJ/mol. The total charge is -2. The value obtained for the LUMO energy is 0.125 Ha. For the orbital gap, the calculation gives 6.08 eV. As for the spin multiplicity: 1.

Each line ends with the Löwdin charge.
Element x y z (Å)
Rb 0.953 -1.483 0.590  0.63
C -1.943 -4.518 -3.973  -0.46
S -3.085 -4.260 -2.636  0.79
C -2.144 -3.874 -1.242  -1.21
S -0.454 -4.158 -0.983  0.43
N -2.914 -3.387 -0.315  -0.13
N -2.334 -3.421 0.916  -0.05
C -2.069 -2.349 1.528  -0.19
C -1.477 -2.505 2.885  -0.29
C -1.787 -3.657 3.611  -0.01
C -1.308 -3.808 4.925  -0.05
C -0.512 -2.761 5.413  -0.09
C -0.204 -1.701 4.582  -0.17
N -0.704 -1.508 3.348  0.07
H -2.506 -4.495 -4.920  0.03
H -1.363 -5.422 -3.844  0.02
H -1.253 -3.695 -3.977  0.00
H -2.214 -1.327 1.105  0.08
H -2.344 -4.373 3.095  0.09
H -1.616 -4.691 5.508  0.11
H -0.001 -2.787 6.372  0.10
H 0.523 -0.889 4.785  0.11
C 1.122 3.790 2.381  -0.04
C 0.799 4.696 1.218  -0.23
C -0.095 5.753 1.381  -0.10
C -0.454 6.605 0.337  -0.12
C 0.227 6.408 -0.878  -0.11
C 1.232 5.468 -1.081  -0.20
C 1.828 5.286 -2.491  -0.05
C 1.406 4.511 -0.008  -0.22
N 2.353 3.515 -0.188  0.13
C 2.181 2.209 -0.078  -0.53
O 1.174 1.552 0.159  -0.08
C 3.398 1.388 -0.366  -0.23
C 4.443 1.813 -1.162  -0.02
C 5.458 0.897 -1.504  -0.08
C 5.500 -0.355 -0.925  0.00
C 4.376 -0.625 -0.054  -0.19
N 3.376 0.187 0.134  0.12
C 4.437 -1.859 0.819  -0.54
O 5.487 -1.913 1.505  -0.02
N 3.377 -2.649 0.756  -0.04
C 3.155 -3.580 1.769  -0.24
C 2.871 -4.910 1.387  -0.21
C 3.066 -5.306 -0.073  -0.05
C 2.415 -5.777 2.339  -0.09
C 2.356 -5.448 3.660  -0.14
C 2.731 -4.195 4.062  -0.09
C 3.080 -3.211 3.140  -0.19
C 3.361 -1.752 3.529  -0.04
H 0.602 4.205 3.251  0.07
H 2.154 3.693 2.597  0.07
H 0.740 2.786 2.247  0.06
H -0.626 5.877 2.282  0.08
H -1.230 7.412 0.446  0.10
H 0.083 7.043 -1.773  0.09
H 1.223 5.995 -3.042  0.04
H 1.557 4.234 -2.817  0.09
H 2.888 5.455 -2.578  0.06
H 4.327 2.829 -1.571  0.10
H 6.242 1.156 -2.207  0.09
H 6.253 -1.114 -0.999  0.10
H 3.998 -5.802 -0.297  0.06
H 3.032 -4.360 -0.624  0.06
H 2.258 -5.914 -0.482  0.06
H 2.096 -6.828 2.064  0.13
H 2.064 -6.110 4.430  0.08
H 2.850 -3.965 5.145  0.11
H 2.774 -1.507 4.453  0.07
H 2.988 -1.066 2.749  0.06
H 4.421 -1.604 3.611  0.06
C -4.647 -0.688 -1.671  -0.20
C -4.049 0.658 -2.116  -0.56
C -4.472 0.990 -3.509  -0.17
Sb -1.927 0.408 -1.585  1.55
C -1.336 2.468 -1.635  -0.58
C -1.858 3.296 -2.816  -0.13
C -1.801 3.101 -0.357  -0.22
C -0.901 -0.270 -3.444  -0.54
C -1.597 0.015 -4.733  -0.19
C 0.550 0.288 -3.470  -0.14
H -5.719 -0.661 -1.830  0.06
H -4.443 -0.941 -0.629  0.04
H -4.171 -1.453 -2.309  0.04
H -4.401 1.465 -1.455  0.08
H -4.337 0.213 -4.238  0.06
H -4.030 1.903 -3.830  0.04
H -5.538 1.198 -3.513  0.07
H -0.288 2.529 -1.597  0.04
H -2.942 3.495 -2.696  0.07
H -1.676 2.841 -3.808  0.06
H -1.356 4.256 -2.795  0.06
H -2.823 2.859 -0.036  0.04
H -1.788 4.214 -0.435  0.08
H -1.139 2.862 0.489  0.03
H -0.814 -1.404 -3.382  0.08
H -2.034 1.014 -4.804  0.04
H -2.435 -0.634 -4.975  0.06
H -0.974 -0.112 -5.634  0.08
H 0.574 1.278 -3.972  0.07
H 1.284 -0.289 -4.081  0.08
H 0.957 0.408 -2.457  0.05
Cl -3.152 0.561 4.390  0.62
C -3.859 1.980 3.553  -1.60
Cl -4.660 2.954 4.742  0.62
Cl -2.540 2.936 2.817  0.67
C -4.750 1.426 2.580  -0.39
N -5.509 0.993 1.819  0.21

---

Record 2
DFT (ωB97M-V/def2-TZVPD) results for a cluster of 6 separate species, C21H35FO5 in total at a distorted geometry.

The calculation puts the energy above the lowest of the compared OMol25 structures with the same formula, charge and spin at 0.0 kJ/mol. As for the SMILES: Fc1ccccc1.CC(C)=O.CC(C)=O.CC(C)=O.CC(C)=O.CC(C)=O. The value obtained for the LUMO energy is 0.021 Ha. For the orbital gap, the calculation gives 9.86 eV. As for the spin multiplicity: 1.

Each line ends with the Löwdin charge.
Element x y z (Å)
F 0.697 -0.658 -1.397  0.05
C 0.561 0.252 -0.410  -0.25
C 1.430 0.294 0.662  -0.01
C 1.145 1.129 1.743  -0.08
C 0.041 1.959 1.681  -0.09
C -0.737 2.013 0.537  -0.08
C -0.524 1.114 -0.494  0.00
H 2.283 -0.374 0.627  0.11
H 1.798 1.184 2.603  0.10
H -0.131 2.615 2.528  0.11
H -1.553 2.724 0.484  0.09
H -1.246 1.089 -1.300  0.10
C -1.099 4.869 -1.733  -0.02
C -1.740 5.695 -0.650  -0.50
C -2.721 6.785 -1.008  -0.02
O -1.482 5.493 0.513  0.05
H -0.942 5.460 -2.637  0.08
H -1.703 3.995 -1.988  0.09
H -0.149 4.456 -1.394  0.08
H -3.369 6.884 -0.139  0.08
H -3.356 6.610 -1.876  0.08
H -2.180 7.718 -1.177  0.09
C -1.406 -2.891 -1.925  -0.02
C -1.983 -1.558 -2.270  -0.51
C -1.372 -0.885 -3.480  -0.02
O -2.949 -1.104 -1.699  0.06
H -1.919 -3.449 -1.142  0.09
H -0.352 -2.829 -1.640  0.05
H -1.438 -3.526 -2.818  0.10
H -1.259 0.178 -3.270  0.07
H -2.093 -0.961 -4.300  0.09
H -0.462 -1.369 -3.821  0.08
C 3.030 -1.672 3.476  -0.02
C 3.394 -2.735 2.476  -0.49
C 4.603 -3.571 2.798  -0.02
O 2.762 -2.898 1.461  0.06
H 2.084 -1.177 3.267  0.07
H 3.751 -0.845 3.456  0.09
H 3.066 -2.019 4.509  0.09
H 5.494 -2.941 2.864  0.09
H 4.848 -4.337 2.062  0.07
H 4.496 -4.107 3.744  0.09
C -4.169 0.621 0.831  -0.01
C -4.031 2.081 1.234  -0.52
C -3.555 2.377 2.633  -0.02
O -4.186 2.976 0.439  0.05
H -4.803 0.152 1.584  0.08
H -3.173 0.181 0.806  0.07
H -4.609 0.569 -0.159  0.08
H -3.441 3.446 2.796  0.09
H -2.619 1.865 2.852  0.07
H -4.338 2.023 3.313  0.09
C 2.091 -3.671 -1.963  -0.03
C 3.513 -4.140 -1.988  -0.50
C 4.046 -4.969 -0.868  -0.03
O 4.224 -3.838 -2.927  0.06
H 1.469 -4.530 -1.693  0.09
H 1.774 -3.227 -2.902  0.08
H 1.969 -2.888 -1.210  0.07
H 3.984 -6.043 -1.069  0.09
H 3.441 -4.852 0.034  0.06
H 5.090 -4.742 -0.668  0.09

---

Record 3
DFT (ωB97M-V/def2-TZVPD) results for the molecule FH4NSi at a distorted geometry.

The calculation puts the energy above the lowest of the compared OMol25 structures with the same formula, charge and spin at 15.6 kJ/mol. As for the SMILES: N[SiH2]F. The value obtained for the LUMO energy is 0.038 Ha. For the orbital gap, the calculation gives 11.49 eV. As for the spin multiplicity: 1.

Each line ends with the Löwdin charge.
Element x y z (Å)
N 0.949 0.674 -0.002  -0.12
Si -0.364 -0.532 0.151  0.46
F -1.748 0.296 0.063  -0.26
H 0.549 1.542 0.160  -0.03
H 1.446 0.803 -0.877  0.02
H -0.038 -1.542 -1.007  -0.04
H -0.794 -1.242 1.512  -0.03

---

Record 4
DFT (ωB97M-V/def2-TZVPD) results for the molecule C4H5F3N2 at a distorted geometry.

The calculation puts the energy above the lowest of the compared OMol25 structures with the same formula, charge and spin at 48.0 kJ/mol. As for the SMILES: C[C@](N)(C#N)C(F)(F)F. The value obtained for the LUMO energy is 0.025 Ha. For the orbital gap, the calculation gives 10.92 eV. As for the spin multiplicity: 1.

Each line ends with the Löwdin charge.
Element x y z (Å)
C -0.781 -0.184 0.673  0.02
C 0.731 -0.512 0.344  -0.43
N 1.144 -0.041 -0.944  0.11
C 0.935 -1.893 0.533  -0.19
N 0.994 -2.975 0.919  0.21
C 1.628 0.360 1.518  -0.55
F 2.889 -0.120 1.521  0.12
F 1.671 1.655 1.250  0.17
F 1.224 0.113 2.776  0.13
H -0.855 0.327 1.629  0.08
H -1.183 -1.248 0.915  0.12
H -1.259 0.289 -0.122  0.06
H 1.076 0.909 -1.283  0.11
H 1.963 -0.444 -1.141  0.03

---

Record 5
DFT (ωB97M-V/def2-TZVPD) results for a cluster of 6 separate species, C10H34NO9 in total at a distorted geometry.

The calculation puts the energy above the lowest of the compared OMol25 structures with the same formula, charge and spin at 205.1 kJ/mol. The total charge is +1. The value obtained for the LUMO energy is -0.080 Ha. For the orbital gap, the calculation gives 10.58 eV. As for the spin multiplicity: 1.

Each line ends with the Löwdin charge.
Element x y z (Å)
N -4.883 18.397 2.948  0.30
H -5.661 18.479 2.310  0.05
H -4.123 18.505 2.292  0.08
H -4.884 17.486 3.384  0.08
H -4.835 19.193 3.568  0.10
C -5.752 20.689 5.940  -0.09
C -4.397 21.212 5.769  -0.33
O -3.635 20.449 4.852  -0.10
H -6.160 21.123 6.853  0.09
H -5.759 19.603 6.032  0.08
H -6.401 20.957 5.107  0.08
H -4.022 21.114 6.788  0.12
H -4.273 22.238 5.423  0.13
H -2.810 20.917 4.704  0.09
C -3.655 18.316 -2.387  -0.23
C -3.554 18.118 -0.877  -0.20
O -4.799 18.026 -0.055  -0.09
O -2.397 18.175 -3.082  -0.05
H -4.276 19.149 -2.715  0.13
H -4.265 17.422 -2.519  0.11
H -3.094 19.042 -0.526  0.09
H -2.944 17.246 -0.643  0.13
H -5.298 17.229 -0.245  0.07
H -1.791 18.916 -3.017  0.08
C -2.983 16.170 4.338  -0.15
C -3.585 15.677 5.701  -0.25
O -4.708 16.441 6.022  -0.07
O -3.894 15.917 3.183  -0.10
H -2.034 15.642 4.242  0.12
H -2.788 17.231 4.498  0.11
H -2.881 15.656 6.533  0.12
H -4.015 14.680 5.600  0.12
H -5.095 15.988 6.775  0.09
H -3.449 15.133 2.852  0.09
C -7.918 17.438 2.819  -0.25
C -8.334 18.731 2.203  -0.18
O -7.139 19.570 2.045  -0.09
O -6.886 16.816 2.074  -0.06
H -8.838 16.863 2.917  0.13
H -7.639 17.637 3.853  0.12
H -9.061 19.289 2.794  0.13
H -8.831 18.539 1.252  0.13
H -7.274 19.948 1.173  0.10
H -6.737 15.952 2.463  0.10
C -1.050 19.327 2.047  -0.23
C -0.432 19.890 0.869  -0.24
O 0.985 19.468 0.765  -0.06
O -2.480 19.570 1.969  -0.08
H -0.543 19.757 2.911  0.13
H -0.705 18.293 2.052  0.13
H -0.452 20.972 1.001  0.13
H -0.892 19.527 -0.050  0.11
H 1.129 19.401 -0.182  0.08
H -2.663 20.507 2.067  0.10

---

Record 6
DFT (ωB97M-V/def2-TZVPD) results for a cluster of 2 separate species, CHF2NO2S in total at a distorted geometry.

The calculation puts the energy above the lowest of the compared OMol25 structures with the same formula, charge and spin at 261.3 kJ/mol. The value obtained for the LUMO energy (alpha / beta) is -0.091 / -0.091 Ha. For the orbital gap (alpha / beta), the calculation gives 8.70 / 8.74 eV. As for the spin multiplicity: 1.

Each line ends with the Löwdin charge.
Element x y z (Å)
C -0.242 1.571 -0.294  -0.67
N 1.041 -1.782 -0.356  -0.22
O 0.795 2.024 -0.477  0.20
O -0.591 0.352 0.110  -0.19
F -1.415 2.190 -0.573  0.14
F -0.877 -1.661 2.182  -0.54
S 0.688 -0.800 0.648  1.23
H 0.602 -1.894 -1.240  0.05